{
  "formula": "C41H48F12MoN4O2Si4Te",
  "method": "the ωB97M-V functional and the def2-TZVPD basis",
  "elements": ["C", "H", "F", "H", "Si", "Si", "C", "H", "H", "F", "F", "C", "N", "H", "C", "C", "H", "C", "H", "H", "H", "H", "C", "H", "H", "F", "C", "Si", "N", "H", "C", "H", "H", "F", "C", "F", "F", "C", "H", "H", "H", "C", "H", "C", "H", "H", "H", "C", "Mo", "C", "F", "H", "F", "H", "C", "F", "C", "C", "F", "C", "H", "H", "H", "H", "C", "C", "C", "H", "C", "Te", "C", "H", "H", "C", "C", "C", "C", "C", "O", "C", "H", "H", "H", "H", "H", "F", "H", "Si", "C", "C", "H", "H", "H", "C", "H", "C", "C", "C", "C", "C", "H", "C", "H", "H", "C", "C", "H", "O", "H", "H", "N", "N", "H"],
  "coordinates": [[3.397, -0.201, -2.039], [-0.225, -8.535, -1.308], [-5.144, 1.787, 0.253], [0.522, -4.009, 4.198], [-1.811, -6.616, -1.092], [1.847, -5.101, -0.820], [3.458, 3.859, -0.653], [-4.424, 3.062, 4.268], [5.592, 4.067, -0.866], [-1.533, 3.071, -1.372], [4.058, 0.441, -3.020], [2.789, -3.716, 0.023], [0.027, 1.531, 0.210], [2.954, -0.290, 9.182], [-1.118, -0.969, 4.024], [-2.777, 1.364, -0.221], [4.113, 2.205, -1.781], [2.040, 0.477, -1.699], [-2.186, -5.193, -3.099], [-3.840, -5.392, -0.334], [2.742, -6.906, 0.655], [2.103, -7.586, -0.840], [3.317, 2.577, -1.155], [-3.554, -6.810, 0.682], [4.659, 5.093, -1.949], [-4.296, -0.113, 0.844], [2.388, 4.372, 0.070], [-0.549, -5.206, 2.312], [-0.150, -0.817, 1.862], [-2.495, -3.668, 2.457], [1.104, -0.594, 8.089], [4.782, 5.502, -0.241], [2.304, -2.757, -0.157], [-0.037, 0.858, -2.776], [-0.253, -6.962, 2.923], [4.191, -0.231, -0.958], [-2.928, 1.918, -2.540], [2.666, -6.751, -0.423], [-3.047, 3.679, 5.183], [-2.343, -4.649, 3.927], [0.448, 4.055, 0.860], [0.136, -0.793, 4.606], [2.246, -0.510, 4.154], [-2.713, 2.447, -1.335], [-3.039, -5.337, 2.454], [-0.934, -6.391, -3.417], [-1.995, -1.064, 9.420], [-1.122, 2.648, 3.549], [-0.406, -0.476, -0.210], [-4.246, 0.851, -0.094], [3.234, -1.458, -2.445], [1.888, -0.497, 1.722], [1.443, -0.206, -3.937], [1.732, -4.437, 2.984], [1.284, 0.768, -3.034], [-3.645, 3.393, -1.123], [-0.278, -0.809, 8.141], [-0.302, 2.362, 2.481], [1.662, 1.914, -3.600], [1.244, -0.645, 3.774], [-4.098, 2.121, 2.109], [-2.171, -1.141, 2.152], [1.789, -0.444, 11.358], [0.665, -3.064, 2.707], [-0.162, -0.761, 10.511], [2.195, 1.780, -0.926], [-2.271, -4.665, 2.836], [-1.000, -7.647, 2.520], [1.886, -0.457, 9.233], [-1.349, -2.917, -0.716], [0.233, -0.761, 6.070], [-0.632, -0.824, 11.483], [-1.123, -8.646, 0.204], [-0.928, -0.896, 9.374], [-2.214, 1.885, 1.100], [1.271, 3.608, 0.324], [-1.893, -6.229, -2.927], [1.154, 2.273, -0.109], [-2.127, 0.205, -0.655], [-0.820, 1.977, 1.235], [1.280, -3.938, -2.942], [2.419, 5.393, 0.432], [3.677, -6.790, -0.837], [2.856, -3.869, 1.100], [0.729, -7.327, 2.621], [-4.664, 0.319, -1.240], [3.805, -3.663, -0.375], [-0.354, -5.114, -0.028], [-3.026, 2.185, 2.198], [-1.222, -0.989, 2.653], [1.385, -5.680, -3.200], [-0.309, -7.011, 4.013], [-3.462, 1.973, 5.263], [-3.525, -6.437, -0.342], [-1.994, -1.093, 4.642], [-1.203, -8.382, -0.851], [0.715, -4.069, 3.122], [-3.410, 2.836, 4.595], [4.687, 4.672, -0.941], [1.063, -0.643, 2.408], [0.772, 2.423, 2.597], [-2.509, 2.563, 3.425], [-4.249, -7.005, -0.930], [2.862, -4.724, -3.044], [1.226, -0.544, 10.440], [1.838, -4.837, -2.678], [-2.633, -6.877, -3.404], [1.305, -0.515, -1.057], [-1.902, -9.079, -1.319], [2.321, -0.419, 6.344], [-0.793, -0.910, 6.861], [1.413, -0.568, 6.743], [-0.682, 2.932, 4.498]],
  "forces_ev_per_angstrom": [[0.10, 0.01, -0.04], [0.03, 0.01, -0.02], [0.07, -0.01, -0.01], [0.01, 0.02, 0.00], [0.06, 0.03, 0.03], [-0.08, -0.16, 0.00], [-0.04, -0.06, 0.03], [-0.01, 0.00, 0.00], [0.00, -0.01, 0.00], [-0.05, -0.01, -0.04], [-0.02, 0.00, 0.04], [0.05, -0.03, -0.02], [0.20, -0.19, 0.05], [0.01, 0.00, 0.01], [0.08, -0.02, -0.09], [-0.12, -0.03, 0.08], [0.02, -0.01, 0.01], [-0.07, -0.04, 0.03], [-0.02, 0.02, 0.01], [0.00, 0.03, 0.00], [0.00, -0.01, 0.04], [-0.03, -0.02, -0.03], [0.02, 0.03, -0.04], [0.00, -0.02, 0.03], [-0.01, 0.00, -0.01], [0.03, 0.03, -0.01], [0.00, 0.00, -0.02], [-0.02, -0.10, -0.10], [0.05, 0.18, -0.15], [-0.03, 0.08, -0.04], [0.11, 0.00, -0.06], [-0.01, 0.00, 0.00], [-0.02, 0.08, -0.06], [0.03, 0.02, 0.01], [0.01, 0.05, 0.00], [-0.02, -0.02, 0.01], [0.00, 0.03, 0.03], [0.03, 0.08, 0.00], [0.00, 0.02, 0.00], [-0.02, 0.01, 0.00], [0.00, 0.00, 0.01], [0.04, 0.03, 0.09], [0.02, -0.02, 0.04], [-0.02, 0.08, -0.07], [-0.02, -0.04, -0.02], [0.04, -0.02, -0.01], [-0.01, 0.00, 0.00], [-0.05, -0.01, -0.03], [0.27, 0.35, -0.07], [-0.13, 0.01, 0.03], [-0.05, -0.07, 0.07], [-0.03, 0.00, 0.00], [-0.05, 0.01, 0.05], [0.04, -0.04, 0.00], [-0.02, 0.04, -0.14], [0.03, -0.03, 0.01], [-0.05, -0.02, -0.06], [-0.03, -0.02, 0.02], [0.03, -0.07, 0.01], [-0.15, 0.07, -0.05], [-0.03, 0.00, -0.01], [0.02, 0.02, -0.01], [0.00, 0.00, 0.01], [-0.01, -0.09, -0.02], [0.01, 0.00, 0.01], [-0.02, 0.06, 0.04], [0.13, -0.02, 0.06], [-0.03, -0.02, -0.01], [-0.04, 0.00, -0.01], [-0.53, -0.35, -0.27], [0.01, -0.02, -0.13], [0.00, 0.00, 0.00], [0.00, 0.01, 0.04], [0.01, 0.00, -0.02], [0.04, -0.04, 0.08], [0.02, -0.05, -0.03], [-0.04, -0.03, 0.07], [-0.05, 0.07, -0.01], [0.32, -0.06, -0.03], [-0.08, -0.06, 0.09], [-0.01, 0.04, 0.00], [0.01, 0.01, 0.00], [0.03, 0.00, -0.01], [0.00, -0.05, 0.04], [0.03, -0.01, -0.01], [0.04, -0.01, 0.00], [0.02, 0.05, -0.01], [0.13, 0.11, 0.19], [-0.02, 0.03, -0.03], [0.07, -0.03, 0.05], [-0.01, -0.04, 0.00], [-0.01, 0.00, 0.02], [0.01, 0.00, 0.00], [0.06, -0.03, -0.07], [0.01, 0.00, 0.05], [-0.06, 0.06, -0.05], [-0.09, -0.11, 0.08], [-0.06, 0.00, 0.07], [0.07, 0.05, -0.01], [-0.12, 0.06, 0.05], [0.01, -0.01, -0.01], [0.10, 0.01, -0.03], [-0.02, -0.01, 0.01], [0.01, 0.01, -0.02], [0.02, 0.00, 0.01], [0.04, 0.04, 0.09], [0.00, 0.00, -0.03], [-0.11, 0.14, 0.02], [0.00, -0.03, 0.00], [0.01, -0.01, -0.01], [0.10, 0.04, 0.04], [-0.16, -0.01, 0.14], [-0.01, 0.01, 0.03]],
  "energy_ha": -4653.5139,
  "s2": 2.02,
  "lumo_energy_ev": [-1.2, -1.5],
  "multiplicity": 3,
  "homo_energy_ev": [-7.10, -7.31],
  "fmax_ev_per_a": 0.69,
  "orbital_gap_ev": [5.874, 5.812],
  "e_above_lowest_kj_mol": 0.0,
  "charge": 0
}